Density functional theory data (ωB97M-V/def2-TZVPD) for the molecule C5H11NO at a distorted geometry.

Its highest occupied orbital energy is -8.901 eV. Its energy above the lowest of the compared OMol25 structures with the same formula, charge and spin is 32.6 kcal/mol. The total charge is 0. For the largest force on an atom, the calculation gives 1.319 eV/Å. The calculated total energy comes out at -8900.2822 eV.

The geometry in XYZ format:
```
18
Properties=species:S:1:pos:R:3:forces:R:3
C 2.674235 -0.191720 -0.090080 -0.035 0.446 0.007
C 1.310792 -0.037666 0.566525 -0.236 -0.478 -1.185
N 0.291992 0.242646 -0.460021 -1.015 0.790 -0.152
C -2.123794 0.600599 -0.988144 -0.410 0.388 -0.139
C -1.069444 0.510961 0.088418 1.164 -0.594 0.172
C -1.394789 -0.677673 0.956131 -0.647 -0.448 0.448
O -1.447457 -0.715162 2.155533 0.153 0.361 0.269
H 2.589878 -0.785853 -0.998077 0.116 -0.283 0.080
H 3.357643 -0.641826 0.618173 0.224 -0.329 -0.003
H 3.122839 0.757831 -0.388776 -0.255 0.093 0.028
H 1.321311 0.778054 1.283006 -0.166 -0.007 0.173
H 1.048800 -0.979499 1.050728 0.245 0.047 0.560
H 0.177136 -0.495504 -1.150663 0.515 -0.083 0.197
H -2.154786 1.578472 -1.467382 0.319 -0.097 -0.173
H -1.992002 -0.185737 -1.732759 0.063 0.071 -0.088
H -3.124003 0.468793 -0.566670 0.072 -0.091 0.125
H -0.980956 1.404976 0.702064 -0.282 0.065 0.103
H -1.607387 -1.631698 0.421997 0.175 0.149 -0.421
```
Forces are in eV/Å.

These are the Löwdin partial charges, in e, on atoms 1 to 2: -0.094 -0.279

=====

Density functional theory data (ωB97M-V/def2-TZVPD) for a structure of composition C43H41HgN3O7P2 at a distorted geometry.

Its highest occupied orbital energy (spin up / spin down) is -1.614 / -5.323 eV. The spin multiplicity is 2. Its energy above the lowest of the compared OMol25 structures with the same formula, charge and spin is 5.5 kcal/mol. The expectation value of S² is 0.758. The total charge is -1. For the largest force on an atom, the calculation gives 3.268 eV/Å. The calculated total energy comes out at -86809.2869 eV.

The geometry in XYZ format:
```
97
Properties=species:S:1:pos:R:3:forces:R:3
Hg -1.630006 -0.057595 0.327163 -0.953 0.528 0.136
O -1.559386 -5.841576 -2.072008 -0.407 -1.109 0.218
C -1.486254 -4.611269 -1.561591 -0.061 2.483 0.958
C -0.875283 -3.513374 -2.244075 -0.644 0.327 1.905
C -0.822245 -2.238406 -1.590555 0.754 -2.226 2.270
N -1.335787 -2.084639 -0.319758 0.088 -1.520 -2.178
C -2.025677 -3.085189 0.263855 0.298 -1.117 -1.520
C -2.092216 -4.383791 -0.284970 0.950 0.752 -1.159
C -2.790659 -2.804281 1.523398 -0.079 0.081 1.461
O -2.962424 -3.807593 2.264247 -0.073 1.086 -0.469
O -3.129782 -1.591196 1.687263 -0.007 -1.085 0.297
C 0.159448 -1.173290 -2.113674 -0.470 0.752 0.797
O 0.176122 -1.287691 -3.345332 1.242 1.075 -0.468
O 0.738081 -0.358504 -1.285841 -1.278 -1.761 -1.722
H -0.928620 -6.045094 -2.761334 0.249 0.474 -0.253
H -0.350551 -3.670022 -3.173954 -0.103 0.214 -0.146
H -2.528819 -5.198307 0.291605 -0.015 0.352 -0.240
C -1.944784 3.480131 1.435363 -0.979 0.993 0.285
C -1.835814 2.664076 2.696871 -1.046 0.026 1.190
P -0.856642 1.141154 2.505025 -0.320 0.448 -0.489
C -1.291282 0.439277 4.087193 0.913 -0.275 0.697
C -2.636730 0.358162 4.493748 0.284 -0.130 -1.806
C -2.965120 -0.207403 5.688353 -1.692 1.024 0.185
C -1.978234 -0.527069 6.561659 1.078 -1.711 2.528
C -0.645761 -0.483469 6.204004 0.960 0.678 -1.773
C -0.262674 -0.028324 4.911811 -1.515 -0.201 1.319
C 0.870458 1.685229 2.474193 -0.299 -0.918 1.276
C 1.437931 2.407853 3.558649 -0.430 -0.864 -2.047
C 2.795954 2.469454 3.601582 1.432 0.436 -0.235
C 3.634235 1.952997 2.590629 -0.696 -0.214 -0.407
C 3.026279 1.224724 1.546760 0.755 -0.033 0.458
C 1.651734 1.010521 1.530519 -0.651 0.501 -0.756
P -1.961759 2.453069 -0.084408 1.091 0.739 -0.403
C -3.681565 2.570735 -0.615360 -0.476 -0.058 -0.271
C -3.990619 2.923048 -1.922661 1.034 0.475 -0.763
C -5.296001 2.947476 -2.391175 0.161 -0.903 1.692
C -6.324336 2.537415 -1.522308 0.355 -0.175 -0.503
C -6.023455 2.123619 -0.227382 0.309 0.768 0.093
C -4.716449 2.161549 0.242829 0.755 0.136 -0.168
C -0.895556 3.423148 -1.200620 -1.358 0.071 -0.384
C -0.145829 2.746337 -2.146479 1.014 0.530 -0.905
C 0.947007 3.425993 -2.748096 -1.234 -0.644 0.482
C 1.157747 4.767994 -2.534085 0.909 0.265 0.277
C 0.263130 5.469079 -1.725303 0.292 0.159 -0.011
C -0.764395 4.821841 -1.086964 0.176 -0.711 -0.084
H -1.130720 4.208567 1.439004 0.048 -0.221 -0.508
H -2.894001 4.063906 1.477773 0.505 -0.107 0.005
H -2.848067 2.357903 3.054810 0.687 0.071 -0.483
H -1.474330 3.262007 3.566539 0.084 -0.293 -0.631
H -3.425047 0.620584 3.771880 0.400 -0.132 0.485
H -4.020282 -0.211295 5.993819 0.504 -0.342 -0.163
H -2.211868 -0.960802 7.568406 0.056 0.614 -0.969
H 0.178888 -0.730242 6.845862 -0.116 -0.348 0.585
H 0.780381 -0.005215 4.608427 -0.204 0.036 0.063
H 0.809272 2.932502 4.246126 -0.209 -0.016 0.543
H 3.259607 2.979966 4.418639 0.294 0.380 0.399
H 4.718624 2.193116 2.622567 -0.901 -0.518 -0.073
H 3.587303 0.735996 0.758636 0.290 0.264 0.058
H 1.161425 0.438922 0.672355 0.825 0.621 1.267
H -3.155008 3.184119 -2.631912 -0.946 -0.213 0.861
H -5.388720 3.190874 -3.409642 -0.770 0.314 -1.072
H -7.354615 2.436741 -1.846880 0.084 0.277 -0.143
H -6.828444 1.898411 0.449200 -0.167 -0.368 0.103
H -4.423788 1.864249 1.255403 -0.458 -0.049 -0.247
H -0.391511 1.739915 -2.493210 0.393 0.051 0.643
H 1.623458 2.847561 -3.327676 0.435 -0.337 -0.652
H 2.083875 5.244465 -2.915934 -0.855 -0.238 0.149
H 0.414276 6.514395 -1.537501 -0.032 0.468 -0.129
H -1.509248 5.364631 -0.538194 -0.035 0.298 0.423
C 5.041036 -0.394944 -2.887507 1.557 0.746 -0.127
O 5.336922 0.458319 -4.024338 -1.288 -1.936 -0.151
C 4.907746 -0.243821 -5.202449 0.785 0.723 -0.462
C 3.422232 -0.262913 -5.493468 -1.218 -1.387 0.899
O 2.891664 1.007996 -5.741069 0.158 0.668 0.123
C 1.605369 0.987123 -6.348779 0.495 -2.477 0.464
H 4.792736 -1.444103 -3.135235 0.421 0.482 -0.109
H 4.222726 -0.010501 -2.330902 -0.830 0.443 0.531
H 5.974229 -0.300119 -2.304551 -0.569 -0.557 0.204
H 5.256529 -1.320892 -5.107729 -0.207 1.166 -0.589
H 5.392899 0.342431 -6.009943 -0.031 -0.774 0.122
H 2.884495 -0.778356 -4.628545 0.337 0.683 -0.809
H 3.218403 -0.927796 -6.374376 0.413 0.335 0.390
H 1.280014 1.986309 -6.516306 -0.132 0.697 -0.238
H 0.877220 0.423692 -5.717191 0.350 0.543 -0.163
H 1.715064 0.373289 -7.271849 -0.370 0.665 0.046
N 5.442907 -5.994751 1.093375 -0.593 -0.098 0.369
C 4.345607 -5.827633 1.415301 1.649 0.158 -0.717
C 2.993924 -5.535277 1.678110 -1.076 -0.490 0.001
C 2.578139 -5.044258 2.904619 0.826 0.550 1.065
C 1.214119 -4.855491 3.122277 -0.416 -0.274 -0.074
C 0.327900 -5.120255 2.068929 2.329 0.551 -0.440
N 0.771704 -5.589098 0.885061 -2.093 0.016 0.356
C 2.020334 -5.858155 0.710346 1.236 0.178 0.998
H 3.389173 -4.780445 3.654557 -1.373 -0.397 -0.820
H 0.785514 -4.532896 4.073945 0.402 0.094 -0.301
H -0.666914 -4.770995 2.097023 -1.326 -0.113 0.248
H 2.293435 -6.364536 -0.186592 0.332 -0.128 -0.693
```
Forces are in eV/Å.

These are the Löwdin partial charges, in e, on atoms 1 to 2: 0.889 0.067

=====

Density functional theory data (ωB97M-V/def2-TZVPD) for a structure of composition C2H4MnO2 at a distorted geometry.

Its highest occupied orbital energy (spin up / spin down) is -12.365 / -15.218 eV. The spin multiplicity is 7. Its energy above the lowest of the compared OMol25 structures with the same formula, charge and spin is 57.9 kcal/mol. The expectation value of S² is 12.008. The total charge is +1. For the largest force on an atom, the calculation gives 2.536 eV/Å. The calculated total energy comes out at -37542.2886 eV.

The geometry in XYZ format:
```
9
Properties=species:S:1:pos:R:3:forces:R:3
H 1.127602 -1.169087 0.200674 -0.037 1.435 -2.071
C -0.954711 -0.519672 -0.193236 -1.333 -0.720 2.034
C 1.104049 -0.019217 0.160259 1.430 -1.502 1.042
O 0.926119 0.985126 -0.648764 1.308 -0.647 -0.948
O -1.384971 0.512436 0.493991 -0.985 -0.776 -0.758
H -1.041864 -1.498713 0.301322 0.091 0.391 0.072
H 1.778965 0.221109 1.001473 -0.811 0.236 0.426
Mn -0.470713 2.086317 -0.030982 -0.343 1.032 -0.018
H -1.084477 -0.598300 -1.284737 0.679 0.549 0.221
```
Forces are in eV/Å.

These are the Löwdin partial charges, in e, on atoms 1 to 2: 0.141 -0.117

=====

Density functional theory data (ωB97M-V/def2-TZVPD) for a structure of composition C8H13N4O7P2Re.

Its highest occupied orbital energy (spin up / spin down) is -18.893 / -18.957 eV. The spin multiplicity is 2. Its energy above the lowest of the compared OMol25 structures with the same formula, charge and spin is 0.0 kcal/mol. The expectation value of S² is 0.754. The total charge is +3. For the largest force on an atom, the calculation gives 0.430 eV/Å. The calculated total energy comes out at -49484.8824 eV.

The geometry in XYZ format:
```
35
Properties=species:S:1:pos:R:3:forces:R:3
Re 0.227729 -0.081646 0.087763 -0.229 -0.088 -0.006
N 3.799975 -2.033528 -0.291222 -0.154 -0.067 0.014
C 3.758851 -1.767372 -1.637797 -0.016 0.162 -0.061
C 2.597982 -1.090867 -1.870044 0.013 -0.151 -0.130
N 1.927851 -0.968600 -0.677227 0.064 0.026 0.406
C 2.687412 -1.553114 0.263878 0.125 -0.027 0.029
C 2.148210 -1.534942 1.610351 -0.071 -0.019 -0.001
N 0.958264 -0.891983 1.773004 0.423 -0.057 0.053
C 0.626922 -1.000638 3.122902 -0.062 -0.005 -0.005
C 1.595808 -1.710032 3.739234 -0.001 0.063 0.026
N 2.537927 -2.028821 2.769798 0.011 0.011 -0.021
H 4.556969 -2.524201 0.169517 -0.007 -0.012 0.007
H 4.548478 -2.066098 -2.307380 0.016 0.005 0.012
H 2.216568 -0.706292 -2.799804 -0.010 0.009 0.007
H -0.270630 -0.574773 3.536623 -0.007 -0.014 0.005
H 1.711593 -2.014757 4.766411 0.004 -0.001 0.001
H 3.383225 -2.557985 2.953082 -0.003 -0.007 -0.002
C -3.511693 2.142116 -0.050265 0.021 -0.018 0.010
C -2.202339 1.435285 -0.337527 0.013 0.027 -0.267
O -1.622967 0.776053 0.846613 0.080 -0.113 0.128
P -2.385884 -0.058305 -1.411972 0.324 0.108 0.151
O -2.523010 0.227223 -2.913079 -0.118 0.002 0.004
O -3.630470 -0.814820 -0.950007 -0.064 0.015 0.019
O -1.071620 -0.868600 -1.095254 -0.279 -0.053 -0.311
P -0.827287 2.658635 -0.724055 -0.157 -0.193 0.061
O -0.898982 2.866195 -2.268836 0.030 -0.015 -0.036
O -0.799481 3.746058 0.224794 -0.020 0.023 0.037
O 0.458946 1.605275 -0.566714 0.091 0.316 -0.085
H -4.246912 1.457142 0.371074 0.001 -0.018 -0.020
H -3.907806 2.556632 -0.980648 -0.034 0.025 0.028
H -3.342160 2.971415 0.639233 0.007 0.019 -0.030
H -1.723141 1.339106 1.636408 -0.001 0.005 -0.012
H -1.846133 0.635994 -3.476069 0.010 0.034 0.016
H -4.211554 -1.330314 -1.538353 -0.006 0.008 -0.012
H -0.720645 3.760561 -2.614416 0.007 0.002 -0.015
```
Forces are in eV/Å.

These are the Löwdin partial charges, in e, on atoms 1 to 2: 1.724 0.189